[1]
# C47H65BrMnNSSb2Si2

A molecular structure, C47H65BrMnNSSb2Si2 in a non-equilibrium geometry (ωB97M-V/def2-TZVPD, the Open Molecules 2025 dataset).

Its charge is +1. The multiplicity is 6. As for the expectation value of S²: 8.7586. Its orbital gap (alpha / beta) is 0.2701 / 0.2734 hartree. Its molar mass is 1110.64 g/mol. The total energy comes out at -7067.25021 Ha.

Atoms and positions in Å:
Mn1 -0.72862 -0.55497 0.30348
C1 -4.35086 -2.97754 -3.42306
Si1 -5.35040 -2.56948 -1.87302
C2 -5.26381 -3.90829 -0.54779
C3 -7.14209 -2.24194 -2.35727
C4 -4.65261 -0.94957 -1.14644
C5 -5.41633 0.20844 -1.06861
C6 -4.87309 1.40064 -0.59778
C7 -3.55385 1.40601 -0.20866
N1 -2.78967 0.31286 -0.24559
C8 -3.32271 -0.84596 -0.69205
S1 -2.18861 -2.17171 -0.68050
H1 -4.69903 -3.91289 -3.86572
H2 -3.29052 -3.08728 -3.20086
H3 -4.46018 -2.19209 -4.17356
H4 -5.72687 -4.83285 -0.89800
H5 -5.78440 -3.59781 0.36004
H6 -4.23291 -4.13381 -0.28417
H7 -7.56025 -3.13785 -2.81852
H8 -7.23218 -1.42877 -3.07927
H9 -7.76629 -1.99377 -1.49720
H10 -6.45106 0.18198 -1.38943
H11 -5.46198 2.30441 -0.53431
H12 -3.06888 2.31463 0.13096
C9 0.64456 3.06329 1.88360
C10 -0.14149 2.91282 0.57248
C11 0.55203 3.48360 -0.66351
Sb1 2.11447 2.19285 -1.48241
C12 0.75836 1.41153 -2.98744
C13 -0.39850 0.75547 -2.58110
C14 -1.37800 0.36132 -3.47682
C15 -1.20251 0.62141 -4.82687
C16 -0.04300 1.24964 -5.25784
C17 0.93191 1.63964 -4.34953
C18 2.97141 3.63656 -2.82685
C19 2.20007 4.60788 -3.45788
C20 2.76834 5.45591 -4.39611
C21 4.11580 5.34289 -4.71095
C22 4.89560 4.38799 -4.07635
C23 4.32356 3.54017 -3.13752
Sb2 1.33241 1.18170 2.76084
C24 1.05925 1.58526 4.86531
C25 2.11464 1.28241 5.72019
C26 1.97844 1.44324 7.09204
C27 0.78258 1.90506 7.61971
C28 -0.27111 2.21827 6.77286
C29 -0.13306 2.05789 5.40213
C30 -0.64527 0.24400 2.62866
C31 -0.77225 -1.15793 2.73120
C32 -2.02450 -1.75638 2.85866
C33 -3.16905 -0.97486 2.90188
C34 -3.06008 0.40625 2.83457
C35 -1.81813 1.00566 2.68515
H13 1.54505 3.65518 1.71464
H14 0.05473 3.57209 2.64647
H15 -1.10737 3.41606 0.67321
H16 -0.38501 1.85026 0.39113
H17 0.99581 4.45268 -0.42894
H18 -0.17908 3.61969 -1.46129
H19 -0.56344 0.55883 -1.51603
H20 -2.27062 -0.14302 -3.12781
H21 -1.96633 0.33436 -5.53722
H22 0.10185 1.44940 -6.31198
H23 1.82938 2.12712 -4.70813
H24 1.14408 4.69490 -3.22859
H25 2.15768 6.20120 -4.88952
H26 4.55545 5.99488 -5.45399
H27 5.94718 4.30022 -4.31773
H28 4.93584 2.79085 -2.64711
H29 3.05431 0.92585 5.31209
H30 2.80414 1.20719 7.75082
H31 0.66975 2.01888 8.68961
H32 -1.20397 2.58542 7.18126
H33 -0.96905 2.30125 4.75986
H34 0.11464 -1.77831 2.81101
H35 -2.09902 -2.83141 2.95251
H36 -4.14156 -1.44353 2.96940
H37 -3.94926 1.02166 2.88406
H38 -1.76541 2.08525 2.60943
C36 6.50244 -2.32940 -0.08134
C37 5.16292 -1.57860 0.02644
C38 4.90444 -0.86672 -1.30915
C39 5.28306 -0.49328 1.10667
Si2 3.78296 -2.84866 0.46426
Br1 1.54604 -1.33902 -0.02630
C40 3.56647 -3.28275 2.33282
C41 2.48460 -4.35457 2.52876
C42 4.90437 -3.82464 2.86634
C43 3.15768 -2.07767 3.18552
C44 3.46697 -4.27826 -0.78460
C45 3.73334 -3.81768 -2.22583
C46 2.02361 -4.80510 -0.73611
C47 4.43015 -5.43248 -0.45370
H39 7.29881 -1.60734 -0.27281
H40 6.49608 -3.04332 -0.90663
H41 6.75183 -2.86969 0.83380
H42 5.67721 -0.10788 -1.45385
H43 3.93301 -0.37620 -1.31086
H44 4.94826 -1.54691 -2.15624
H45 6.02703 0.23981 0.78733
H46 5.62179 -0.90454 2.05783
H47 4.33390 0.02849 1.25151
H48 2.76682 -5.30529 2.07715
H49 1.52882 -4.03598 2.10798
H50 2.34478 -4.52789 3.59813
H51 5.24306 -4.70051 2.30933
H52 4.77765 -4.11901 3.91015
H53 5.68949 -3.06839 2.82661
H54 2.19722 -1.68647 2.85541
H55 3.88383 -1.26913 3.15153
H56 3.05690 -2.39857 4.22553
H57 3.10869 -2.96338 -2.49106
H58 3.49407 -4.63774 -2.90572
H59 4.78080 -3.56012 -2.38112
H60 1.30225 -4.00952 -0.92149
H61 1.78536 -5.27499 0.21546
H62 1.90296 -5.55845 -1.51742
H63 5.47422 -5.11415 -0.48693
H64 4.29713 -6.22668 -1.19075
H65 4.23416 -5.85622 0.53233

=====

[2]
# C35H49AlN2O3Te

A molecular structure, C35H49AlN2O3Te (ωB97M-V/def2-TZVPD, the Open Molecules 2025 dataset).

Its charge is +1. The multiplicity is 2. As for the expectation value of S²: 0.7557. The energy above the lowest of the compared OMol25 structures with the same formula, charge and spin is 0.0 kJ/mol. Its orbital gap (alpha / beta) is 0.2485 / 0.2556 hartree. Its molar mass is 700.37 g/mol. The total energy comes out at -2208.65433 Ha.

Atoms and positions in Å:
Al1 2.51744 -0.60765 0.41933
C1 3.80608 -2.05990 1.31123
C2 3.55546 -2.39396 -0.06537
C3 4.24541 -1.42750 -0.87353
C4 4.83043 -0.48005 -0.01977
C5 4.53767 -0.84353 1.33288
C6 5.00061 -0.10266 2.55282
C7 5.63569 0.72676 -0.39220
C8 4.26855 -1.45767 -2.36972
C9 2.96706 -3.68428 -0.56095
C10 3.41670 -2.89018 2.49331
H1 4.31101 -0.23332 3.38574
H2 5.08522 0.96586 2.35543
H3 5.98466 -0.45495 2.87064
H4 5.13053 1.65689 -0.12289
H5 5.84704 0.75410 -1.45952
H6 6.59399 0.71425 0.12977
H7 4.93960 -2.24154 -2.72786
H8 4.60606 -0.51264 -2.78953
H9 3.27731 -1.66358 -2.77873
H10 2.40439 -3.54984 -1.48542
H11 2.29577 -4.12798 0.17473
H12 3.75542 -4.41178 -0.76639
H13 3.34009 -2.28510 3.39612
H14 4.16470 -3.66554 2.67290
H15 2.46254 -3.39560 2.33244
O1 1.69214 -0.26365 3.79404
C11 0.95653 -0.68257 2.90805
O2 1.20002 -0.81658 1.67112
C12 -0.47039 -1.08739 3.29148
N1 -0.62332 -0.73751 4.75178
C13 -0.97597 -1.99333 5.50663
C14 -1.60094 -2.88058 4.44201
C15 -0.74076 -2.59453 3.21086
H16 -1.18376 -0.50886 2.70484
H17 -1.31879 -0.00878 4.88933
H18 0.31754 -0.36113 4.99819
H19 -1.62092 -1.74446 6.34458
H20 -0.04414 -2.41220 5.88219
H21 -2.63957 -2.59341 4.26671
H22 -1.58740 -3.92771 4.73597
H23 -1.22815 -2.85501 2.27458
H24 0.19917 -3.14693 3.26627
C16 2.82909 1.82207 -2.42637
C17 1.74401 1.61142 -1.39031
O3 0.75253 2.41939 -1.53634
N2 1.78743 0.70705 -0.47036
Te1 -0.91736 1.35705 -0.08548
C18 -1.28022 0.30396 -1.88130
C19 -1.63516 1.00506 -3.04288
C20 -1.74901 2.50366 -3.12535
C21 -1.90499 0.27280 -4.19642
C22 -1.83227 -1.11055 -4.23488
C23 -2.14099 -1.87592 -5.49120
C24 -1.46768 -1.77494 -3.07172
C25 -1.18882 -1.09386 -1.89390
C26 -0.78788 -1.91537 -0.69898
C27 -2.79743 2.37531 -0.05443
C28 -2.81828 3.77122 -0.08581
C29 -1.58353 4.62101 -0.24693
C30 -4.04791 4.42417 -0.02064
C31 -5.24322 3.73106 0.06713
C32 -6.55970 4.45255 0.14720
C33 -5.19550 2.34041 0.09884
C34 -3.99580 1.64555 0.04278
C35 -4.04345 0.13896 0.06803
H25 2.87990 2.86735 -2.72236
H26 2.56016 1.23559 -3.30783
H27 3.79322 1.48202 -2.06200
H28 -0.98921 2.99960 -2.52505
H29 -2.73264 2.83990 -2.79160
H30 -1.61977 2.82553 -4.15802
H31 -2.17653 0.81239 -5.09690
H32 -2.30419 -1.20508 -6.33281
H33 -3.03923 -2.48254 -5.36413
H34 -1.32430 -2.55194 -5.74736
H35 -1.40036 -2.85831 -3.07754
H36 -1.27197 -2.89219 -0.72724
H37 -1.03237 -1.42859 0.24439
H38 0.29244 -2.09194 -0.70525
H39 -0.65373 4.06659 -0.12542
H40 -1.58819 5.44284 0.46961
H41 -1.56021 5.06182 -1.24598
H42 -4.06419 5.50861 -0.05231
H43 -6.45512 5.49917 -0.13412
H44 -6.95850 4.41730 1.16290
H45 -7.29868 3.99341 -0.50970
H46 -6.12253 1.78096 0.17104
H47 -4.98553 -0.20534 0.49384
H48 -3.22690 -0.28748 0.65712
H49 -3.95616 -0.27572 -0.93798

=====

[3]
# C53H77ClLiN5O3SeSi

A molecular structure, C53H77ClLiN5O3SeSi (ωB97M-V/def2-TZVPD, the Open Molecules 2025 dataset).

Its charge is -2. Its orbital gap is 0.1995 hartree. Its molar mass is 981.67 g/mol. The total energy comes out at -5724.16852 Ha.

Atoms and positions in Å:
Li1 0.12318 -0.28225 -0.41744
C1 -5.19199 0.87657 5.13080
C2 -4.76141 -0.56085 4.83226
C3 -5.95009 -1.28534 4.18160
C4 -4.43055 -1.24337 6.16850
C5 -3.55275 -0.61126 3.90119
C6 -2.93266 0.51823 3.37852
C7 -1.85400 0.40374 2.52292
Se1 -0.99326 2.00678 1.90128
C8 -2.06522 2.36233 0.34299
C9 -3.30121 2.94241 0.52507
C10 -4.13734 3.21518 -0.55463
C11 -3.63082 2.90574 -1.81299
C12 -2.39111 2.32031 -2.05275
C13 -1.54263 1.97839 -0.94068
O1 -0.41540 1.39343 -1.05370
C14 -2.01396 2.09546 -3.53152
C15 -3.14174 1.34684 -4.26299
C16 -1.82470 3.46890 -4.20054
C17 -0.73064 1.28901 -3.75828
C18 -5.52958 3.79596 -0.31942
C19 -5.42465 5.14690 0.40476
C20 -6.30009 4.01728 -1.62189
C21 -6.34429 2.82550 0.55261
C22 -1.29945 -0.84905 2.09067
O2 -0.31811 -0.89536 1.28374
C23 -1.92788 -2.00937 2.67015
C24 -3.00778 -1.83871 3.52357
C25 -1.45308 -3.45590 2.43689
C26 -0.99581 -4.05075 3.78096
C27 -2.60846 -4.30887 1.88348
C28 -0.28095 -3.59306 1.45953
H1 -6.06122 0.87236 5.79496
H2 -5.46619 1.40261 4.21433
H3 -4.39028 1.43438 5.61976
H4 -6.82648 -1.26793 4.83921
H5 -5.70237 -2.32594 3.96616
H6 -6.21010 -0.80338 3.23716
H7 -5.28557 -1.19583 6.85218
H8 -3.57797 -0.75066 6.64159
H9 -4.17135 -2.29322 6.02092
H10 -3.26832 1.51499 3.63643
H11 -3.60917 3.17430 1.53982
H12 -4.24613 3.13421 -2.67498
H13 -4.07976 1.90575 -4.26563
H14 -3.32093 0.37881 -3.79278
H15 -2.85388 1.17297 -5.30498
H16 -2.72562 4.08119 -4.11187
H17 -1.59172 3.34724 -5.26406
H18 -1.00182 4.00730 -3.72493
H19 -0.80829 0.29206 -3.32830
H20 0.13291 1.76456 -3.30062
H21 -0.56218 1.19330 -4.83787
H22 -4.86691 5.86000 -0.20638
H23 -4.90091 5.03825 1.35551
H24 -6.41904 5.56123 0.60574
H25 -5.78682 4.72680 -2.27486
H26 -7.29150 4.42092 -1.39543
H27 -6.43097 3.08054 -2.16720
H28 -5.85200 2.65781 1.51181
H29 -6.42999 1.85840 0.05357
H30 -7.35029 3.21660 0.74206
H31 -3.46072 -2.73486 3.93903
H32 -1.79289 -4.02100 4.52792
H33 -0.14438 -3.48696 4.17063
H34 -0.68761 -5.09372 3.64959
H35 -3.45105 -4.36689 2.57563
H36 -2.25801 -5.32854 1.69287
H37 -2.96883 -3.89074 0.94223
H38 0.58964 -3.05016 1.81886
H39 -0.51102 -3.19036 0.47463
H40 -0.02828 -4.65593 1.36154
C29 3.32212 0.81245 -1.73042
C30 2.58106 -0.21891 -2.53858
C31 2.97128 -0.53420 -3.83369
C32 2.19985 -1.47145 -4.53225
C33 1.09106 -2.02319 -3.94890
C34 0.71608 -1.63667 -2.61862
N1 1.52965 -0.77319 -1.94213
N2 -0.37784 -2.03000 -1.98942
Si1 -1.89664 -2.55820 -2.44982
C35 -2.35226 -2.34733 -4.29091
C36 -3.16649 -1.61929 -1.42140
C37 -2.15777 -4.41180 -2.12405
H41 4.04731 1.35396 -2.33993
H42 3.82759 0.33762 -0.88882
H43 2.59383 1.50794 -1.30752
H44 3.83016 -0.05842 -4.29015
H45 2.47853 -1.75023 -5.54488
H46 0.46832 -2.73453 -4.47743
H47 -1.91596 -1.42652 -4.68884
H48 -3.43451 -2.29745 -4.44271
H49 -1.96629 -3.17958 -4.88810
H50 -3.02554 -0.54140 -1.55051
H51 -3.00269 -1.82815 -0.35934
H52 -4.20642 -1.86189 -1.66418
H53 -1.45418 -5.00742 -2.71386
H54 -3.17377 -4.72543 -2.38851
H55 -1.99332 -4.65229 -1.07146
C38 -0.10133 0.49960 7.01699
C39 0.83766 0.01262 5.89662
C40 -0.02039 -0.28919 4.66392
C41 1.49183 -1.28184 6.39486
C42 1.92774 1.09791 5.59408
O3 2.52093 1.54220 6.82904
C43 1.34295 2.29371 4.81284
C44 2.20302 3.57549 4.85132
C45 3.23762 3.71987 3.76052
C46 4.59778 3.69129 4.05134
C47 5.55293 3.80514 3.05012
C48 5.13846 3.95304 1.73794
Cl1 6.33184 4.09446 0.47792
C49 3.79154 3.98988 1.41695
C50 2.85261 3.88170 2.43164
C51 3.17149 0.55785 4.86827
N3 2.95626 -0.03633 3.57219
C52 2.93427 0.54331 2.35594
N4 2.75051 -0.35463 1.42177
C53 2.70128 -1.51171 2.12372
N5 2.82194 -1.37703 3.42643
H56 -0.95069 -0.18243 7.07998
H57 -0.50806 1.49527 6.82723
H58 0.39233 0.49524 7.99338
H59 -0.66984 -1.14520 4.86353
H60 0.57205 -0.53889 3.78517
H61 -0.66821 0.54639 4.39959
H62 0.71416 -1.95347 6.76642
H63 2.18696 -1.07901 7.21431
H64 2.01975 -1.79432 5.59119
H65 1.81444 1.90553 7.37135
H66 0.36478 2.53759 5.22698
H67 1.15877 1.98952 3.77972
H68 2.70131 3.63589 5.81975
H69 1.52687 4.43110 4.77928
H70 4.92024 3.56074 5.07875
H71 6.60861 3.76880 3.28307
H72 3.47473 4.08259 0.38670
H73 1.80070 3.88991 2.17514
H74 3.65839 -0.18269 5.49898
H75 3.85498 1.39924 4.74838
H76 3.00963 1.60846 2.20505
H77 2.53599 -2.46914 1.65818

=====

> Among the records above, which one has the lowest charge?

C53H77ClLiN5O3SeSi

=====

> What is the formula in the third record?

C53H77ClLiN5O3SeSi

=====

> Among the records above, which one has the lowest charge?

C53H77ClLiN5O3SeSi